Record 1
This record from the OMol25 dataset describes C5H8O as an isolated structure at a distorted geometry. The level of theory is wB97M-V/def2-TZVPD.

Last column: Mulliken charge in e.
Geometry (Å):
C1 -0.37459 -0.50858 1.56743  -0.97
C2 0.55518 -0.74506 0.33037  -0.34
C3 0.61183 -0.17744 -1.09380  -0.29
C4 -0.72381 0.32645 -1.55899  -0.40
O1 -0.84854 1.11396 -0.34361  -0.43
C5 0.50186 0.76246 -0.00269  -0.05
H1 -0.41827 0.53521 1.97412  0.25
H2 0.13181 -1.07392 2.33781  0.36
H3 -1.40455 -0.78738 1.40877  0.25
H4 1.54860 -1.12362 0.58662  0.29
H5 1.54006 -0.25449 -1.64244  0.35
H6 -1.52115 -0.41318 -1.66553  0.25
H7 -0.66295 0.97681 -2.43778  0.25
H8 1.08131 1.46881 0.56231  0.47

Cartesian forces, eV/Å:
C -0.4 -1.1 0.3
C 0.2 2.1 1.2
C -0.1 0.1 -0.6
C -0.2 -0.1 -0.3
O 0.1 0.0 0.2
C 1.2 0.7 -0.6
H 0.2 -0.8 -0.6
H -0.5 -0.5 0.4
H -0.2 -0.5 0.3
H -0.3 0.4 0.1
H -0.2 -0.7 -0.2
H 0.0 0.1 0.0
H -0.1 0.0 0.1
H 0.3 0.3 -0.4

Its gap between HOMO and LUMO is 0.342 hartree. The calculation puts the total energy at -270.394469 hartree. The value obtained for the HOMO energy is -8.21 eV.

=====

Record 2
This record from the OMol25 dataset describes one molecule with the formula C5H9NO at a distorted geometry. The level of theory is wB97M-V/def2-TZVPD.

Last column: Mulliken charge in e.
Geometry (Å):
C1 -1.66857 0.69502 -0.10326  -1.48
C2 -0.38327 0.00578 0.16382  0.58
C3 1.13044 1.21144 -0.54694  -0.87
C4 -0.29168 -1.14223 1.12197  -0.37
O1 0.93060 -1.78178 0.73358  -0.36
C5 1.19136 -1.36336 -0.55006  -0.29
N1 0.48331 -0.31258 -0.88343  -0.20
H1 -1.60636 1.41327 -0.92730  0.38
H2 -2.00462 1.21963 0.79489  0.31
H3 -2.43752 -0.04534 -0.37548  0.37
H4 1.70646 1.19706 0.37404  0.31
H5 1.75895 1.28053 -1.42621  0.33
H6 0.46529 2.06921 -0.52854  0.38
H7 -0.22709 -0.85617 2.17558  0.25
H8 -1.14118 -1.84105 0.97563  0.27
H9 2.09390 -1.74943 -0.99830  0.38

Cartesian forces, eV/Å:
C -0.1 0.0 0.0
C -0.8 -0.6 0.4
C 0.8 0.0 -0.6
C -0.2 0.0 0.1
O 0.0 -0.2 0.2
C 0.6 -0.8 0.4
N -0.4 1.7 -0.4
H 0.1 -0.1 0.2
H -0.1 0.0 -0.1
H 0.0 0.1 0.0
H 0.1 -0.2 -0.1
H 0.3 0.2 -0.1
H -0.3 -0.2 -0.2
H -0.1 -0.1 -0.1
H 0.0 -0.1 0.1
H -0.1 0.3 -0.1

Its gap between HOMO and LUMO (spin up / spin down) is 0.266 / 0.263 hartree. The calculation puts the total energy at -325.731873 hartree. The value obtained for the HOMO energy (spin up / spin down) is -6.51 / -6.40 eV.

=====

Record 3
This record from the OMol25 dataset describes one molecule with the formula C3H6N4O at a distorted geometry. The level of theory is wB97M-V/def2-TZVPD.

Last column: Mulliken charge in e.
Geometry (Å):
N1 -0.85142 1.68167 -0.25163  -0.68
C1 -0.78047 0.29226 0.41055  0.41
C2 -1.53630 -0.85765 -0.13362  -0.46
N2 -0.82419 -1.95442 -0.11600  -0.50
N3 0.50097 -1.60443 0.02423  -0.50
C3 0.65136 -0.34617 0.26680  0.29
N4 1.76963 0.36361 0.12891  -0.13
O1 2.98176 -0.26928 -0.20301  -0.41
H1 -0.77796 1.48195 -1.28702  0.31
H2 -1.88735 1.81624 -0.10970  0.30
H3 -1.01852 0.27000 1.49837  0.32
H4 -2.59452 -0.99384 -0.40235  0.37
H5 1.75412 1.27814 0.62794  0.26
H6 2.61291 -1.15808 -0.45345  0.40

Cartesian forces, eV/Å:
N -2.0 -2.3 0.2
C 2.3 1.2 -0.8
C -0.4 -2.7 0.1
N -1.4 1.8 -1.0
N 2.6 -0.5 0.4
C -2.6 -0.2 -0.3
N -0.6 1.5 0.8
O -1.2 -0.6 0.3
H 0.0 0.3 1.4
H 1.3 0.7 -0.5
H 0.0 0.8 -0.5
H 0.4 0.6 0.6
H 1.0 -1.2 -0.9
H 0.6 0.5 0.2

Its gap between HOMO and LUMO is 0.325 hartree. The calculation puts the total energy at -412.039475 hartree. The value obtained for the HOMO energy is -8.47 eV. The SMILES is N[C@H]1C=NN=C1NO.

=====

Record 4
This record from the OMol25 dataset describes one molecule with the formula C4H7N at a distorted geometry. The level of theory is wB97M-V/def2-TZVPD.

Last column: Mulliken charge in e.
Geometry (Å):
C1 1.30303 1.66467 -0.22290  -0.30
N1 1.11515 0.48643 0.39822  -0.43
C2 -0.17796 -0.17882 0.14484  0.56
C3 -1.43940 0.45350 0.12322  -0.85
C4 0.05279 -1.68596 -0.07605  -1.09
H1 1.40621 1.78462 -1.24402  0.33
H2 1.38298 2.59102 0.46003  0.24
H3 -1.59908 1.32611 0.64740  0.36
H4 -2.29571 -0.27798 -0.02806  0.23
H5 0.46522 -2.02981 0.84006  0.33
H6 -0.86801 -2.23340 -0.10198  0.34
H7 0.65477 -1.90038 -0.94076  0.27

Cartesian forces, eV/Å:
C -0.5 -2.1 5.3
N -3.4 3.7 -0.8
C 0.7 -0.1 -1.6
C 2.5 -4.6 -0.4
C -1.3 1.5 0.4
H -0.9 0.3 -2.4
H 1.2 -1.4 -1.1
H -0.3 2.1 0.5
H 1.1 1.2 0.3
H 1.1 -0.4 0.7
H -0.7 -0.1 -0.5
H 0.4 -0.1 -0.2

Its gap between HOMO and LUMO is 0.292 hartree. The calculation puts the total energy at -211.229533 hartree. The value obtained for the HOMO energy is -8.16 eV. The SMILES is C=NC(=C)C.

=====

Record 5
This record from the OMol25 dataset describes C62H52N6OP2SiTi as an isolated structure at a distorted geometry. The level of theory is wB97M-V/def2-TZVPD.

Last column: Mulliken charge in e.
Geometry (Å):
Ti1 -0.24263 0.13906 -0.11631  -0.15
C1 1.63487 -0.76451 3.17558  -1.71
Si1 1.86479 0.09990 1.55939  2.72
C2 3.29122 -0.75859 0.71303  0.35
C3 4.34438 -1.30783 1.46598  -0.31
C4 5.47114 -1.81731 0.83876  -0.86
C5 5.57070 -1.78636 -0.55161  -0.86
C6 4.53767 -1.26538 -1.30976  -0.40
C7 3.39587 -0.77334 -0.67635  -0.04
P1 2.05228 -0.01360 -1.63012  2.20
C8 2.91018 1.46513 -2.29277  0.17
C9 3.46681 1.55202 -3.56637  -1.01
C10 4.19061 2.68381 -3.93150  -0.96
C11 4.36298 3.72967 -3.03524  -0.72
C12 3.81763 3.64408 -1.75902  -0.74
C13 3.09382 2.51900 -1.39235  0.15
C14 1.78366 -1.12677 -3.05185  0.44
C15 1.21809 -0.64379 -4.23264  -0.03
C16 0.91276 -1.50294 -5.28018  -1.57
C17 1.15745 -2.86337 -5.15364  -0.47
C18 1.69405 -3.36175 -3.97227  -1.63
C19 2.00318 -2.50049 -2.92412  -1.06
C20 2.31940 1.85658 1.99770  -0.09
C21 3.55847 2.18167 2.57639  -0.56
C22 3.78986 3.45039 3.08229  -0.93
C23 2.77906 4.41159 3.04493  -0.89
C24 1.55447 4.10783 2.47842  -0.22
C25 1.33581 2.83694 1.93690  0.29
P2 -0.26997 2.39575 1.19556  3.75
C26 -1.41921 2.53214 2.61081  0.60
C27 -2.08037 3.71142 2.95347  -1.00
C28 -2.82819 3.77555 4.12482  -0.86
C29 -2.91792 2.67298 4.96277  -0.82
C30 -2.24756 1.50150 4.63833  -0.67
C31 -1.50253 1.43514 3.47034  0.25
C32 -0.62490 3.83892 0.12542  0.19
C33 -1.93322 4.15286 -0.24811  -0.38
C34 -2.18627 5.19669 -1.12763  -1.01
C35 -1.13447 5.93905 -1.65367  -0.98
C36 0.17036 5.62849 -1.30069  -0.86
C37 0.42426 4.58111 -0.41914  -0.91
H1 2.39224 -0.39117 3.87576  0.62
H2 1.76700 -1.84517 3.06350  0.50
H3 0.65371 -0.58328 3.61839  0.14
H4 4.28489 -1.33141 2.55170  0.45
H5 6.27816 -2.23668 1.43038  0.47
H6 6.45754 -2.17267 -1.04202  0.46
H7 4.61903 -1.24807 -2.39319  0.49
H8 3.37152 0.73877 -4.27170  0.51
H9 4.63037 2.73912 -4.92099  0.50
H10 4.93362 4.60500 -3.32550  0.43
H11 3.96583 4.44961 -1.04516  0.53
H12 2.69474 2.44588 -0.38760  0.07
H13 1.01733 0.41428 -4.34666  0.57
H14 0.49072 -1.10955 -6.19844  0.45
H15 0.93501 -3.53336 -5.97685  1.23
H16 1.88508 -4.42560 -3.86901  0.41
H17 2.42455 -2.90121 -2.01043  0.55
H18 4.35001 1.43453 2.62491  0.46
H19 4.75222 3.69382 3.52094  0.47
H20 2.95006 5.39742 3.46352  0.45
H21 0.77341 4.86193 2.44786  0.54
H22 -2.00941 4.58773 2.32676  0.46
H23 -3.33623 4.69765 4.38527  0.47
H24 -3.50044 2.73096 5.87673  0.42
H25 -2.29940 0.64116 5.29766  0.52
H26 -0.95574 0.53189 3.24200  -0.78
H27 -2.76333 3.59819 0.17415  0.70
H28 -3.20956 5.44426 -1.39106  0.51
H29 -1.33543 6.76348 -2.32929  0.45
H30 0.99634 6.21085 -1.69788  0.51
H31 1.44554 4.35705 -0.14429  0.23
C38 -4.53934 0.55657 -0.73269  -1.80
C39 -3.06299 0.71881 -0.74956  1.11
N1 -2.28054 0.27617 0.16101  1.76
N2 -2.83877 -0.49925 1.16587  -1.39
C40 -1.88145 -1.13116 1.76785  -0.41
O1 -0.60892 -0.92463 1.40958  -0.27
C41 -2.19166 -2.13176 2.78655  0.57
C42 -1.22403 -3.06086 3.16233  0.07
C43 -1.53231 -4.04024 4.09488  -1.20
C44 -2.80068 -4.08007 4.65980  -0.49
C45 -3.76170 -3.14176 4.29612  -0.96
C46 -3.46268 -2.16982 3.35786  -0.41
C47 -2.35309 1.39310 -1.85220  0.46
C48 -3.02148 1.93654 -2.92141  -1.14
C49 -2.29482 2.57180 -3.92165  -1.27
C50 -0.92659 2.65968 -3.78828  -1.52
C51 -0.32476 2.07891 -2.68852  -0.79
N3 -1.00811 1.42027 -1.74437  1.93
H32 -4.85087 0.06399 0.17700  0.45
H33 -4.86190 -0.03825 -1.59250  0.38
H34 -5.02908 1.53318 -0.80179  0.38
H35 -0.23204 -3.00731 2.73447  0.21
H36 -0.78272 -4.76464 4.38769  0.46
H37 -3.04254 -4.84385 5.39061  0.43
H38 -4.74512 -3.16958 4.74918  0.45
H39 -4.20150 -1.43204 3.06589  0.48
H40 -4.10329 1.87733 -2.96116  0.66
H41 -2.79752 3.01256 -4.77695  0.56
H42 -0.31655 3.17808 -4.51832  0.69
H43 0.73862 2.16992 -2.54976  0.28
C52 -1.50169 -3.90579 -1.25675  -1.66
C53 -0.81124 -2.84495 -0.71399  -0.44
N4 -0.70124 -1.64652 -1.33308  1.48
C54 -1.23641 -1.55879 -2.56752  -0.94
C55 -1.90142 -2.58214 -3.21127  1.03
C56 -2.08273 -3.76481 -2.50274  0.21
C57 -2.45995 -2.32222 -4.56290  -1.15
C58 -2.35739 -3.01689 -5.69568  -0.98
C59 -1.55291 -4.20503 -6.11167  0.83
C60 -0.63905 -4.91914 -5.34958  -0.48
C61 0.02919 -5.96509 -5.96277  -0.41
N5 -0.16830 -6.30379 -7.23386  -0.57
C62 -1.06315 -5.55850 -7.88884  -0.22
N6 -1.75668 -4.53103 -7.39779  -0.65
H44 -1.59427 -4.82479 -0.69011  0.59
H45 -0.32782 -2.94661 0.23878  0.63
H46 -1.09863 -0.62777 -3.09185  -0.17
H47 -2.67278 -4.56738 -2.93246  0.67
H48 -3.04226 -1.40448 -4.62918  0.49
H49 -2.91632 -2.63322 -6.54185  0.38
H50 -0.41532 -4.67558 -4.32283  0.67
H51 0.75656 -6.55500 -5.41012  0.40
H52 -1.24313 -5.81393 -8.92729  0.41

Cartesian forces, eV/Å:
Ti 2.1 0.1 -0.2
C -0.2 -0.3 0.4
Si -0.1 0.4 -0.5
C 0.2 -0.2 0.0
C -0.1 0.0 -0.1
C 0.0 0.0 0.0
C 0.1 0.0 0.0
C 0.0 0.0 -0.1
C 0.0 0.0 0.0
P 0.3 -0.1 -0.1
C -0.1 0.1 0.1
C 0.1 0.1 0.0
C -0.1 0.0 0.0
C 0.0 0.0 0.0
C 0.0 0.0 0.0
C 0.0 0.0 -0.1
C 0.0 0.0 0.0
C 0.0 0.0 -0.1
C 0.0 0.0 0.0
C 0.4 0.3 -0.2
C 0.1 0.2 0.1
C 0.0 0.0 -0.1
C 0.3 0.2 0.2
C 0.0 0.0 -0.1
C 0.0 -0.1 0.0
C 0.0 0.0 0.0
C 0.0 0.0 0.0
C 0.0 0.1 0.1
P 0.2 0.7 0.3
C 0.0 -0.1 0.0
C 0.0 -0.1 0.1
C 0.0 0.0 -0.1
C 0.0 0.0 0.1
C 0.0 0.0 0.0
C 0.0 0.1 0.1
C 0.0 -0.1 -0.1
C 0.0 0.0 0.0
C 0.0 0.0 0.0
C 0.0 0.0 0.0
C 0.0 -0.1 0.0
C -0.1 0.1 -0.1
H -0.1 -0.1 -0.1
H 0.0 0.1 0.1
H 0.2 0.0 0.0
H 0.0 0.0 -0.1
H -0.1 0.0 -0.1
H -0.1 0.0 0.1
H 0.0 0.0 0.1
H 0.0 0.0 0.0
H 0.0 0.0 0.1
H 0.0 -0.1 0.0
H 0.0 -0.1 -0.1
H 0.0 0.0 0.0
H 0.0 0.0 0.0
H 0.0 0.0 0.1
H 0.3 0.4 0.2
H 0.0 0.1 0.0
H 0.0 0.0 0.0
H -0.1 0.1 0.0
H -0.1 0.0 0.0
H 0.0 -0.1 0.0
H 0.1 -0.1 0.0
H 0.0 0.1 -0.1
H 0.0 -0.1 0.0
H 0.1 0.0 -0.1
H 0.0 0.1 -0.1
H 0.0 0.0 0.0
H 0.0 0.0 0.0
H 0.1 0.0 0.0
H 0.0 -0.1 0.1
H -0.1 -0.1 0.0
H 0.0 0.0 0.0
C -0.1 0.2 -0.2
C -0.2 0.3 -0.2
N -0.8 -0.4 0.4
N 0.2 0.2 0.0
C 0.1 0.0 -0.6
O -0.9 -0.6 0.4
C 0.2 0.0 0.1
C 0.0 -0.1 0.1
C 0.0 0.0 0.0
C 0.0 0.0 0.0
C 0.0 0.0 0.0
C -0.1 0.0 0.1
C -0.2 -0.2 0.4
C -0.3 0.2 -0.4
C -0.3 0.0 -0.1
C 0.1 0.1 -0.1
C -0.1 0.0 0.3
N 0.0 0.1 -0.1
H 0.0 -0.1 0.1
H 0.0 0.0 0.0
H 0.0 -0.1 0.0
H 0.0 0.0 0.0
H 0.0 0.0 0.0
H 0.0 0.1 -0.1
H 0.1 0.0 0.0
H 0.1 -0.1 0.0
H 0.1 0.0 -0.1
H 0.0 -0.1 0.1
H 0.0 0.0 0.1
H 0.1 0.0 0.0
C 0.0 -0.2 0.0
C 0.2 0.4 -0.3
N -0.7 -0.7 -0.2
C 0.3 0.2 0.4
C -0.1 -0.1 -0.3
C -0.1 -0.2 -0.2
C 0.0 0.0 0.3
C 0.3 -0.3 -0.2
C -0.5 0.1 -0.1
C -0.5 -0.4 0.3
C -0.1 -0.2 -0.1
N -0.2 0.3 0.0
C 0.0 0.1 0.2
N 0.2 -0.2 0.1
H 0.0 0.1 -0.1
H 0.0 0.1 0.3
H -0.1 0.1 0.0
H 0.1 0.0 0.0
H 0.0 -0.1 0.0
H 0.1 0.0 0.0
H -0.2 -0.1 0.0
H -0.1 0.0 -0.1
H 0.0 0.0 0.0

Its gap between HOMO and LUMO is 0.245 hartree. As for the total charge: +2. The calculation puts the total energy at -4618.933198 hartree. The value obtained for the HOMO energy is -12.79 eV.

=====

Record 6
This record from the OMol25 dataset describes one molecule with the formula C3H6N2O at a distorted geometry. The level of theory is wB97M-V/def2-TZVPD.

Last column: Mulliken charge in e.
Geometry (Å):
C1 0.09509 -0.77195 1.78108  0.07
C2 -0.49532 -1.67973 0.97996  -0.63
C3 0.08241 1.21023 -1.84123  -0.70
N1 0.67000 0.45694 1.52758  -0.27
N2 0.05465 0.36274 -0.64123  -0.22
O1 0.68640 0.91059 0.33237  0.06
H1 0.17221 -0.79611 2.91520  0.31
H2 -0.65115 -1.66074 -0.02333  0.35
H3 -0.99977 -2.54345 1.42460  0.23
H4 -0.02041 2.29304 -1.52677  0.28
H5 1.14821 1.16682 -2.32923  0.24
H6 -0.74232 1.05162 -2.59900  0.27

Cartesian forces, eV/Å:
C 0.2 1.3 1.4
C -0.7 -1.1 2.8
C 1.8 1.9 0.0
N 0.3 -1.3 1.3
N -1.4 -1.5 -1.7
O 0.4 2.5 -1.5
H -0.4 -0.9 -1.6
H 0.1 0.6 -2.5
H 0.5 0.2 0.4
H 0.1 -1.0 -0.3
H -2.0 -0.2 0.6
H 1.1 -0.6 1.2

Its gap between HOMO and LUMO (spin up / spin down) is 0.308 / 0.316 hartree. The calculation puts the total energy at -302.432185 hartree. The value obtained for the HOMO energy (spin up / spin down) is -8.88 / -8.65 eV.